DFT (ωB97M-V/def2-TZVPD) results for a cluster of 4 separate species, C30H33N2O12S in total in a non-equilibrium geometry.

Properties
HOMO energy in eV: -4.32
Multiplicity: 1
Net charge: -1
Calculated total energy in eV: -70012.134
Kohn-Sham gap in eV: 5.98

Geometry as XYZ:
```
78
Properties=species:S:1:pos:R:3:forces:R:3
C 5.127 -0.748 0.966 -0.3 1.4 -0.3
C 3.628 -0.422 0.305 -0.5 -2.9 -1.6
N 3.079 -1.412 -0.469 1.6 4.7 3.1
C 2.997 1.058 0.609 -0.3 -0.4 1.2
C 1.365 1.114 0.738 -4.6 1.1 -1.0
C 0.552 1.940 -0.465 -2.2 -0.9 2.2
C -1.096 2.138 -0.473 1.9 -2.6 3.6
C -1.951 1.479 0.762 3.4 -1.1 0.5
C -1.217 0.634 2.004 2.3 1.8 -3.3
C 0.448 0.482 1.939 -1.1 1.6 -2.2
N -2.037 0.049 3.135 0.7 -0.5 -3.1
C -3.195 -0.794 2.649 -2.4 -2.7 -0.6
C -3.365 -2.311 3.278 -3.6 1.3 -3.7
C -4.639 -3.198 2.715 0.5 3.4 -1.3
C -5.722 -2.602 1.592 2.2 1.8 0.7
C -6.984 -3.540 1.032 -2.7 -4.2 -2.7
O -8.211 -3.474 1.563 6.2 0.6 -2.0
O -6.664 -4.501 -0.069 -0.9 5.5 5.9
C -5.557 -1.062 0.964 3.0 -1.4 2.9
C -6.558 -0.403 -0.157 0.5 -0.1 -0.1
C -5.724 -0.143 -1.566 3.0 -4.9 -1.7
O -5.014 -1.139 -2.156 -4.5 6.7 3.5
C -4.276 -0.200 1.519 0.4 -3.2 1.6
S -3.856 1.559 0.901 1.7 -2.0 0.4
H 5.538 0.262 1.426 -0.8 -2.0 -0.9
H 5.887 -1.053 0.110 -1.8 0.3 1.9
H 5.076 -1.518 1.846 0.0 1.3 -1.9
H 2.172 -1.045 -0.830 0.5 -0.2 0.2
H 3.431 1.410 1.662 -0.8 -0.8 -2.3
H 3.392 1.816 -0.191 -1.0 -1.5 1.4
H 1.122 2.446 -1.379 -1.3 -1.4 2.4
H -1.689 2.726 -1.306 1.5 -1.4 1.9
H 1.016 -0.086 2.805 -1.4 1.2 -1.9
H -1.352 -0.500 3.713 -1.3 0.5 -0.7
H -2.659 -2.806 4.069 -1.3 1.3 -1.7
H -4.782 -4.313 3.113 0.2 2.8 -1.1
H -7.465 -1.131 -0.333 2.0 1.2 0.2
H -7.030 0.638 0.170 1.2 -2.2 -0.4
H -5.741 0.960 -2.011 0.1 -2.3 0.7
C 5.843 5.347 1.547 0.0 -0.5 0.4
C 5.452 4.955 0.136 0.7 0.3 1.0
C 5.237 6.131 -0.768 0.6 0.6 -0.3
O 4.312 5.628 -1.715 -0.6 -0.6 0.3
C 3.596 4.659 -1.068 -2.4 -1.1 -1.0
O 2.562 4.169 -1.494 2.6 1.2 0.9
O 4.182 4.320 0.118 -0.6 0.1 -0.9
H 6.593 6.144 1.549 -0.1 -0.1 -0.1
H 4.974 5.670 2.130 0.1 0.1 -0.3
H 6.268 4.484 2.071 0.0 0.2 0.0
H 6.187 4.258 -0.284 -0.1 0.1 -0.1
H 6.161 6.447 -1.260 -0.2 -0.1 -0.1
H 4.785 6.993 -0.266 0.1 -0.1 0.1
C 0.066 -4.533 0.882 -0.3 0.4 -0.3
C 1.297 -4.016 1.600 -0.6 -0.8 -1.1
C 1.871 -4.999 2.576 0.3 -0.8 -0.3
O 2.506 -4.160 3.524 -0.3 1.0 0.4
C 1.813 -2.981 3.510 0.0 1.6 1.2
O 1.926 -2.108 4.355 -0.2 -1.7 -1.7
O 0.975 -2.913 2.434 0.8 0.3 1.4
H 0.197 -5.568 0.555 0.1 0.1 0.1
H -0.825 -4.466 1.515 0.2 -0.1 0.0
H -0.133 -3.922 -0.005 0.0 -0.1 0.1
H 2.051 -3.686 0.876 0.0 0.0 0.1
H 2.595 -5.670 2.106 0.0 0.2 0.2
H 1.112 -5.596 3.094 -0.1 0.1 -0.2
C -2.627 -0.670 -5.617 -0.3 -0.6 0.2
C -1.963 0.134 -4.516 -1.0 -0.3 -0.8
C -1.217 1.331 -5.023 -0.3 0.7 -0.4
O -0.216 1.513 -4.038 0.4 -0.7 0.5
C 0.025 0.275 -3.510 1.8 -0.8 1.6
O 0.981 0.005 -2.802 -2.0 0.6 -1.7
O -0.938 -0.618 -3.884 1.0 0.7 0.5
H -3.125 -0.020 -6.343 0.1 0.0 0.1
H -1.905 -1.307 -6.139 0.0 0.3 0.0
H -3.382 -1.337 -5.189 0.1 0.1 -0.1
H -2.698 0.416 -3.753 0.1 0.0 0.0
H -1.856 2.215 -5.095 0.2 -0.1 0.1
H -0.726 1.165 -5.989 -0.1 -0.1 0.0
```
Positions in Å, forces in eV/Å.

=====

DFT (ωB97M-V/def2-TZVPD) results for a structure of composition C30H33N3O4PReS2 in a non-equilibrium geometry.

Properties
HOMO energy (spin up / spin down) in eV: -9.82 / -10.05
Multiplicity: 4
Relative energy (zero: lowest compared OMol25 entry of this formula, charge and spin) in kcal per mole: 87.3
Net charge: +1
Calculated total energy in eV: -77389.740
Kohn-Sham gap (spin up / spin down) in eV: 6.72 / 6.78

Geometry as XYZ:
```
74
Properties=species:S:1:pos:R:3:forces:R:3
Re -0.256 0.003 0.468 0.3 0.9 -0.9
O -1.217 -4.009 2.617 0.1 0.1 0.0
C -0.182 -3.420 2.702 -0.3 -0.3 0.0
O 0.117 -2.430 1.769 0.0 0.1 -0.2
C 0.913 -3.519 3.658 0.4 0.2 0.0
C 0.988 -4.362 4.764 -0.1 0.0 -0.1
C 2.108 -4.298 5.567 0.0 -0.1 0.1
C 3.141 -3.403 5.278 0.0 0.1 -0.1
C 3.082 -2.566 4.179 0.0 0.0 -0.1
C 1.958 -2.647 3.367 -0.1 -0.1 0.2
S 1.645 -1.728 1.914 0.1 -0.2 0.1
H 0.172 -5.041 4.973 0.0 0.0 0.0
H 2.188 -4.943 6.431 0.0 0.0 0.0
H 4.006 -3.361 5.928 0.0 0.0 0.0
H 3.879 -1.869 3.949 0.0 0.0 0.1
N -0.768 3.096 1.274 0.1 0.0 -0.1
C -1.654 2.800 0.250 -0.2 -0.1 0.1
C -2.092 3.840 -0.573 -0.1 0.1 0.0
C -3.037 3.573 -1.538 0.1 0.0 0.1
C -3.536 2.278 -1.661 -0.1 -0.1 0.0
C -3.016 1.304 -0.844 -0.1 0.0 -0.2
N -2.068 1.537 0.081 0.6 -0.4 0.1
C -0.577 2.340 2.420 0.0 -0.1 0.0
C -0.480 2.989 3.649 0.0 0.1 0.1
C -0.356 2.245 4.802 0.0 0.0 -0.1
C -0.368 0.858 4.704 0.0 0.0 0.0
C -0.433 0.293 3.454 0.0 0.0 0.3
N -0.487 1.007 2.310 -0.2 0.4 1.1
H -0.587 4.079 1.386 0.0 0.0 0.0
H -1.697 4.838 -0.434 0.0 0.0 0.0
H -3.393 4.365 -2.184 0.0 0.0 0.0
H -4.305 2.042 -2.382 0.0 -0.1 0.0
H -3.348 0.276 -0.923 0.0 0.0 0.0
H -0.528 4.069 3.683 0.0 0.0 0.0
H -0.288 2.737 5.763 0.0 0.0 0.0
H -0.314 0.229 5.581 0.0 0.0 0.0
H -0.445 -0.782 3.352 0.0 0.0 -0.1
O 1.305 4.668 -5.476 -0.1 0.2 -0.1
C 2.074 4.942 -4.400 0.1 -0.1 0.1
O 2.798 5.893 -4.398 0.0 0.0 0.0
C 1.967 3.983 -3.254 -0.1 0.0 0.0
C 3.082 3.788 -2.444 0.0 0.1 0.0
C 3.045 2.887 -1.397 0.0 0.0 0.0
C 1.874 2.180 -1.120 -0.3 0.1 -0.1
S 1.886 1.035 0.217 -0.3 -0.5 0.2
C 0.738 2.424 -1.892 0.1 0.0 0.1
C 0.787 3.305 -2.958 0.1 0.0 0.0
H 0.862 3.819 -5.383 0.0 -0.1 0.1
H 3.979 4.354 -2.659 0.0 0.0 0.0
H 3.919 2.727 -0.779 0.0 0.0 0.0
H -0.185 1.917 -1.644 0.0 0.0 -0.1
H -0.116 3.488 -3.532 0.0 0.0 0.0
C 1.216 -3.820 -0.960 -0.1 0.1 0.0
C 0.756 -2.746 -1.944 0.0 0.0 0.2
P -0.475 -1.505 -1.367 -0.2 -0.2 -0.5
C -1.951 -2.504 -0.883 0.0 0.1 -0.1
C -2.748 -3.192 -1.989 0.0 0.0 0.1
C -0.873 -0.667 -2.965 0.0 -0.2 0.0
C -0.897 -1.475 -4.265 0.0 0.1 0.0
H 1.800 -4.568 -1.495 0.0 0.0 0.0
H 0.375 -4.333 -0.493 0.0 0.0 0.0
H 1.850 -3.402 -0.181 0.0 0.0 0.0
H 0.307 -3.231 -2.812 0.0 0.1 0.0
H 1.616 -2.170 -2.297 0.0 0.0 -0.1
H -2.612 -1.826 -0.330 0.0 -0.1 0.0
H -1.599 -3.236 -0.155 0.0 0.0 0.1
H -3.170 -2.467 -2.685 0.0 0.0 0.0
H -3.575 -3.748 -1.546 0.0 0.0 0.0
H -2.137 -3.901 -2.549 0.0 0.0 0.0
H -0.118 0.115 -3.061 0.0 0.1 0.0
H -1.830 -0.162 -2.806 0.0 0.0 0.0
H 0.105 -1.788 -4.554 0.0 0.0 0.0
H -1.288 -0.846 -5.066 0.0 0.0 0.0
H -1.529 -2.358 -4.211 0.0 0.0 0.0
```
Positions in Å, forces in eV/Å.

=====

DFT (ωB97M-V/def2-TZVPD) results for a structure of composition C30H34BF4NO5S in a non-equilibrium geometry.

Properties
HOMO energy in eV: -8.87
Multiplicity: 1
Relative energy (zero: lowest compared OMol25 entry of this formula, charge and spin) in kcal per mole: 0.0
Calculated total energy in eV: -65771.050
Kohn-Sham gap in eV: 9.28

Geometry as XYZ:
```
76
Properties=species:S:1:pos:R:3:forces:R:3
C -2.297 3.874 -5.574 0.0 -0.2 -0.1
C -2.004 2.363 -5.590 0.1 0.2 -0.2
N -1.252 1.877 -4.424 -0.2 0.0 -0.1
C -2.098 1.580 -3.311 0.5 0.5 0.0
O -2.825 0.376 -3.631 -0.2 0.0 0.1
S -3.041 -0.420 -2.281 -1.0 0.1 -0.2
O -3.283 -1.782 -2.572 0.3 0.0 -0.2
O -4.016 0.276 -1.492 0.3 0.2 0.1
O -1.614 -0.160 -1.721 0.1 0.0 -0.1
C -1.311 1.277 -1.984 -0.2 -0.3 0.4
C 0.207 1.323 -2.054 0.1 0.0 -0.4
B -1.828 2.134 -0.726 -0.1 -0.2 0.1
C -1.961 3.695 -0.773 0.1 -0.2 0.1
O -2.083 1.465 0.444 -0.5 0.4 0.0
H -1.598 4.412 -6.215 0.1 0.0 0.1
H -2.218 4.279 -4.562 -0.1 0.0 0.0
H -3.297 4.086 -5.954 0.0 0.0 0.1
H -1.421 2.116 -6.477 -0.1 0.0 0.0
H -2.932 1.798 -5.667 0.1 -0.1 0.1
H -0.574 2.579 -4.148 0.1 -0.1 0.0
H -2.833 2.376 -3.135 -0.2 -0.2 0.0
H 0.606 0.641 -1.306 0.0 0.1 0.1
H 0.592 2.328 -1.867 0.0 0.0 0.1
H 0.571 0.991 -3.027 0.0 0.0 0.0
H -1.997 4.142 -1.768 0.1 0.0 0.0
H -1.130 4.138 -0.212 0.0 0.1 -0.1
H -2.864 3.955 -0.216 0.0 0.1 -0.1
H -2.925 0.981 0.451 0.5 -0.2 -0.1
F 3.912 0.427 -3.121 0.0 0.0 0.0
C 4.309 1.219 -2.103 0.0 0.0 0.0
C 3.862 2.524 -2.064 -0.1 0.1 -0.1
C 4.262 3.334 -1.012 0.0 0.0 0.0
C 5.101 2.838 -0.025 0.0 0.0 0.0
C 5.540 1.522 -0.091 0.0 0.0 0.0
C 5.143 0.697 -1.135 0.0 0.0 0.0
H 3.211 2.896 -2.845 0.0 0.0 0.0
H 3.909 4.357 -0.967 0.0 0.0 0.0
H 5.411 3.473 0.794 0.0 0.0 0.0
H 6.195 1.130 0.675 0.0 0.0 0.0
H 5.467 -0.333 -1.202 0.0 0.0 0.0
F 1.902 -4.791 1.517 0.0 0.0 0.0
C 0.932 -4.286 0.716 0.0 0.0 0.0
C 1.300 -3.525 -0.375 0.0 0.0 0.0
C 0.296 -3.019 -1.188 0.0 0.0 0.0
C -1.041 -3.270 -0.906 0.1 -0.1 0.0
C -1.374 -4.039 0.201 0.0 0.0 0.0
C -0.384 -4.558 1.025 0.0 0.0 0.0
H 2.347 -3.340 -0.575 0.0 0.0 0.0
H 0.561 -2.421 -2.052 0.0 0.0 0.0
H -1.813 -2.870 -1.547 0.1 -0.2 0.1
H -2.413 -4.238 0.431 0.0 0.0 0.0
H -0.626 -5.159 1.888 0.0 0.1 0.0
F 1.727 6.155 0.922 0.0 0.0 0.0
C 1.254 5.761 2.127 0.0 0.0 0.0
C 1.270 4.417 2.436 0.0 -0.1 -0.1
C 0.780 4.013 3.669 0.0 0.0 0.0
C 0.283 4.951 4.565 0.0 0.0 0.0
C 0.281 6.297 4.226 0.0 0.0 0.0
C 0.771 6.717 2.998 0.0 0.0 0.0
H 1.650 3.707 1.712 0.0 0.0 0.0
H 0.787 2.963 3.928 0.0 0.0 0.0
H -0.100 4.632 5.524 0.0 0.0 0.0
H -0.107 7.030 4.922 0.0 0.0 0.0
H 0.782 7.760 2.713 0.0 0.0 0.0
F -2.200 -6.315 3.023 0.0 0.0 0.0
C -1.674 -7.315 3.765 0.0 0.0 0.0
C -0.314 -7.543 3.713 0.0 0.0 0.0
C 0.208 -8.573 4.484 0.0 0.0 0.0
C -0.623 -9.351 5.278 0.0 0.0 0.0
C -1.987 -9.098 5.306 0.0 0.0 0.0
C -2.526 -8.070 4.546 0.0 0.0 0.0
H 0.320 -6.931 3.087 0.0 0.0 0.0
H 1.272 -8.765 4.460 0.0 0.0 0.0
H -0.208 -10.153 5.873 0.0 0.0 0.0
H -2.640 -9.703 5.921 0.0 0.0 0.0
H -3.585 -7.849 4.553 0.0 0.0 0.0
```
Positions in Å, forces in eV/Å.

=====

DFT (ωB97M-V/def2-TZVPD) results for a structure of composition C30H34FeNO4Si in a non-equilibrium geometry.

Properties
HOMO energy (spin up / spin down) in eV: -7.56 / -10.93
Multiplicity: 5
Relative energy (zero: lowest compared OMol25 entry of this formula, charge and spin) in kcal per mole: 0.0
Net charge: +1
Calculated total energy in eV: -83596.336
Kohn-Sham gap (spin up / spin down) in eV: 4.92 / 4.27

Geometry as XYZ:
```
71
Properties=species:S:1:pos:R:3:forces:R:3
C 2.403 -4.525 -3.000 0.0 0.0 -0.1
Si 2.749 -2.749 -2.565 0.2 -0.1 0.4
C 3.315 -2.623 -0.794 0.2 0.0 0.2
C 3.988 -2.030 -3.753 0.1 0.1 -0.2
O 1.291 -1.932 -2.757 -1.0 0.6 -0.1
C 0.588 -1.018 -1.931 0.8 -1.0 0.5
C -0.104 -1.753 -0.763 -0.5 0.6 -0.4
C -0.312 -3.131 -0.788 0.4 0.0 0.2
C -0.940 -3.749 0.301 -0.2 0.4 0.0
C -1.510 -2.964 1.313 0.2 -0.1 -0.1
C -1.449 -1.565 1.244 0.0 -0.2 -0.3
C -0.763 -0.965 0.192 0.0 -0.3 0.1
C 1.564 0.119 -1.562 -0.1 -0.2 0.4
C 1.879 0.460 -0.243 0.1 0.3 -0.3
C 2.838 1.448 0.014 -0.2 -0.3 -0.1
C 3.570 2.005 -1.034 0.0 0.0 0.0
C 3.301 1.629 -2.355 -0.4 -0.1 0.0
C 2.265 0.723 -2.611 0.2 0.4 0.2
C -0.622 -0.492 -2.751 -0.5 -0.6 0.0
C -1.391 -1.562 -3.541 0.4 -0.3 -0.1
C -1.813 -0.854 -4.836 -0.7 0.0 0.2
C -0.882 0.366 -4.968 0.1 -0.5 -0.5
N -0.282 0.519 -3.662 -1.1 0.9 -1.0
H 3.347 -5.085 -2.950 -0.3 0.0 -0.1
H 1.687 -4.992 -2.312 0.2 0.0 -0.1
H 2.005 -4.606 -4.019 0.1 -0.1 0.2
H 4.053 -3.425 -0.629 -0.2 0.2 0.1
H 3.798 -1.663 -0.567 -0.1 -0.2 -0.1
H 2.497 -2.768 -0.074 0.2 0.0 -0.2
H 4.957 -2.544 -3.638 -0.3 0.2 -0.1
H 3.650 -2.170 -4.791 0.1 0.0 0.2
H 4.150 -0.954 -3.593 0.0 -0.3 0.0
H 0.003 -3.713 -1.666 0.1 0.2 0.7
H -0.996 -4.840 0.329 -0.2 0.4 0.0
H -2.029 -3.441 2.146 0.2 0.1 -0.2
H -1.939 -0.938 1.989 0.0 -0.3 -0.3
H -0.750 0.128 0.080 0.0 -0.5 0.3
H 1.377 -0.047 0.579 0.2 0.2 -0.2
H 2.999 1.756 1.049 0.1 -0.1 -0.4
H 4.343 2.744 -0.826 -0.2 -0.2 -0.1
H 3.869 2.040 -3.192 -0.2 0.0 0.3
H 1.981 0.476 -3.640 0.5 -0.1 0.3
H -1.340 -0.035 -2.054 0.3 0.2 0.3
H -0.750 -2.426 -3.744 0.0 0.3 0.1
H -2.248 -1.908 -2.955 0.2 0.1 -0.2
H -1.767 -1.512 -5.714 0.0 0.3 0.3
H -2.854 -0.530 -4.707 0.3 0.1 -0.3
H -0.091 0.118 -5.694 0.1 0.3 0.1
H -1.359 1.299 -5.298 0.2 -0.2 0.2
H -0.026 1.448 -3.332 0.3 -0.2 0.0
O -2.908 4.955 7.691 0.7 -0.7 -3.0
C -2.638 4.594 6.611 -1.6 1.6 4.7
Fe -2.065 3.735 5.202 0.9 1.6 -0.8
C -1.136 5.138 4.620 3.2 1.3 -1.0
O -0.253 5.836 4.340 -2.1 -0.9 0.5
C -0.679 3.166 6.176 3.7 -1.3 2.5
O 0.195 2.894 6.892 -2.1 0.5 -1.7
C -1.685 2.189 2.959 0.2 0.0 0.3
C -1.790 1.050 3.749 0.5 -0.7 -0.9
C -2.542 0.920 4.904 0.3 -0.4 0.6
C -3.082 2.008 5.643 -1.6 -1.3 0.9
C -3.967 2.982 5.062 -0.2 -0.4 0.0
C -3.737 3.493 3.808 -2.0 0.2 -0.8
C -2.454 3.369 3.181 0.4 0.7 -1.4
H -0.906 2.237 2.188 -0.3 0.0 0.3
H -1.187 0.192 3.431 -0.3 0.2 0.2
H -2.648 -0.070 5.357 0.5 0.3 0.0
H -3.284 1.838 6.708 -0.1 -0.3 -0.5
H -4.798 3.320 5.675 0.0 0.1 -0.2
H -4.458 4.217 3.413 0.4 -0.1 0.1
H -2.227 4.169 2.460 -0.3 -0.4 0.3
```
Positions in Å, forces in eV/Å.